DFT (ωB97M-V/def2-TZVPD) results for C24H28F10N9O4V as an isolated structure.

The energy above the lowest of the compared OMol25 structures with the same formula, charge and spin is 67.87 kcal per mole. Its spin multiplicity is 2. As for the net charge: -1. As for the HOMO energy (spin up / spin down): -2.44 / -1.91 eV. The expectation value of S² is 0.77.

```
76
Properties=species:S:1:pos:R:3:forces:R:3
V -0.5441 -0.6875 -0.0654 0.0015 1.2524 -1.8878
C -0.1608 -0.5091 -3.6498 -0.1464 -0.2415 0.0467
N 0.0818 0.0615 -2.3383 0.1872 0.6125 -0.0854
C -0.4587 1.4031 -2.2623 -0.3880 0.2826 -0.0356
C -1.9186 1.2923 -1.8202 0.0726 0.4941 -0.3154
N -1.9417 0.6677 -0.5159 -0.5305 0.7686 -0.5985
C -3.0081 0.8649 0.2475 -1.3670 0.3747 0.7995
C -4.3176 1.2995 -0.1327 0.6029 -0.1161 -0.1947
F -4.6258 1.5252 -1.4431 0.0621 -0.1549 0.3653
C -5.3356 1.5031 0.7755 -0.3255 0.0489 0.5094
F -6.5439 1.9162 0.3294 0.2898 -0.1474 0.1388
C -5.1533 1.2854 2.1378 0.1518 0.1010 -0.1665
F -6.1635 1.4929 3.0199 0.3009 -0.1029 -0.2402
C -3.8810 0.8979 2.5697 -0.4344 0.0217 0.0222
F -3.6498 0.7398 3.8905 -0.0264 0.0472 -0.2824
C -2.8721 0.7019 1.6600 0.4387 0.1960 -0.2330
F -1.6136 0.4707 2.1220 -0.6494 0.2789 -0.0296
C 1.4778 -0.0978 -1.9700 0.2028 -0.1534 0.1155
C 1.6843 -1.5727 -1.5733 0.2879 -0.2900 -0.3180
N 0.4148 -2.0739 -1.1178 0.5205 -0.4114 -0.5659
C 0.1859 -3.3677 -1.0512 0.0017 -1.2650 -0.3265
C 1.1077 -4.4460 -1.2272 -0.2061 0.1057 -0.0634
F 2.4046 -4.2047 -1.5611 -0.1177 -0.0432 0.1722
C 0.7680 -5.7696 -1.0460 -0.2477 -0.1090 -0.0679
F 1.7110 -6.7210 -1.2125 -0.1634 0.1359 0.0917
C -0.5278 -6.1497 -0.7162 -0.0111 0.1688 0.0564
F -0.8521 -7.4508 -0.5111 0.0569 0.2115 -0.0476
C -1.4828 -5.1440 -0.5992 0.0466 -0.1864 -0.0515
F -2.7633 -5.4718 -0.3043 0.2571 0.0913 -0.0591
C -1.1389 -3.8282 -0.8013 0.1309 -0.0180 -0.0669
F -2.1296 -2.8834 -0.7376 0.2250 -0.0318 0.1641
H 0.4778 -0.0256 -4.4110 -0.0694 -0.0246 0.0802
H -1.2029 -0.3694 -3.9329 -0.0261 -0.0341 -0.0140
H 0.0495 -1.5767 -3.6423 -0.0054 -0.0555 0.0346
H -0.3887 1.9280 -3.2313 0.0273 0.0478 0.1042
H 0.0815 1.9826 -1.5096 0.0150 -0.0506 -0.0885
H -2.4993 0.7061 -2.5476 0.0915 0.1912 -0.0545
H -2.3482 2.3056 -1.7847 0.0153 -0.1152 -0.1041
H 1.6821 0.5406 -1.1123 0.0384 0.0423 -0.2241
H 2.1592 0.1751 -2.7989 -0.0327 0.0298 0.0927
H 2.4360 -1.6509 -0.7745 0.1175 0.0886 -0.2226
H 2.0408 -2.1389 -2.4458 0.1192 0.1152 0.1215
N -0.4081 3.2745 0.7207 -0.1442 -0.0831 0.0117
C 0.5235 3.2629 1.8427 -0.1416 0.1404 -0.0582
C -0.1742 3.6540 3.1654 0.2422 -0.1120 0.0230
C 0.6816 3.9975 4.3968 -0.0485 0.3314 -0.0998
C 1.9681 4.7889 4.1218 -0.0376 0.0904 0.2033
N 2.9487 3.8516 3.6500 -0.1102 -0.2775 0.1801
C 4.0380 4.1343 3.0607 0.0762 0.1750 -0.0250
N 4.8423 3.0957 2.6571 0.3008 0.0264 -0.1683
N 4.5100 5.4013 2.7697 -0.1490 -0.1657 0.0409
C 1.2252 1.8945 1.8159 0.4044 0.1650 -0.1533
O 2.0181 1.5789 2.8360 -0.2668 -0.3059 -0.2500
O 1.1280 1.1669 0.8518 -0.3297 -0.2373 0.4683
H -1.2216 3.8451 0.9217 0.0861 -0.0280 0.0552
H -0.7324 2.3208 0.5585 -0.0909 0.1368 -0.1963
H 1.3029 4.0142 1.6293 0.0348 -0.2197 0.1520
H -0.8571 2.8482 3.4425 -0.1404 0.0447 -0.0769
H -0.7805 4.5334 2.9213 0.0134 -0.0686 0.0012
H 0.9624 3.0790 4.9124 0.0412 0.0402 0.1371
H 0.0584 4.5806 5.0808 -0.0209 -0.1231 0.0159
H 2.3094 5.2526 5.0588 -0.0702 0.0412 -0.0575
H 1.7838 5.5966 3.3999 -0.0484 0.0304 -0.0071
H 2.2658 2.3875 3.3787 0.0724 0.1546 -0.2252
H 4.3639 2.2041 2.6414 0.0470 0.0289 -0.0602
H 5.4141 3.2710 1.8456 -0.0303 -0.0937 -0.0024
H 4.1570 6.1435 3.3512 0.0194 -0.0009 -0.0649
H 5.4890 5.4701 2.5425 -0.0560 0.0601 0.1109
N -2.6219 -2.2245 2.1228 -0.2727 -0.2042 0.1335
N -1.5038 -3.0298 2.3906 -0.4137 -0.2383 0.0443
C -0.2613 -2.7287 1.8251 0.2851 -1.5817 0.8768
O 0.5711 -3.6297 1.8018 0.0563 -0.0352 0.2041
O -0.0780 -1.5393 1.4384 0.7358 -0.2236 2.4092
H -3.1614 -2.0993 2.9765 0.1325 -0.0194 -0.2368
H -3.2153 -2.6219 1.3936 0.2108 0.0408 0.2038
H -1.6513 -4.0283 2.5218 0.0984 0.3555 -0.1605
```
Positions in Å, forces in eV/Å.

DFT (ωB97M-V/def2-TZVPD) results for an isolated molecule of C24H28FN3O3.

The energy above the lowest of the compared OMol25 structures with the same formula, charge and spin is 17.73 kcal per mole. As for the HOMO energy: -8.21 eV.

```
59
Properties=species:S:1:pos:R:3:forces:R:3
C 4.4858 -1.3112 -5.7138 -0.0351 -0.1172 0.1935
C 4.0727 -1.6214 -4.2806 -0.3680 0.2888 -0.1498
C 2.8454 -0.8128 -3.8645 0.5341 -0.1060 0.5909
C 2.4887 -1.0175 -2.3838 0.2012 -0.1394 -0.4005
N 1.3575 -0.1764 -2.0538 -0.0043 -0.0302 0.1184
C 1.5026 0.9339 -1.2328 0.2240 -0.0635 -0.0839
O 0.9746 2.0012 -1.4637 -0.1717 0.2450 0.0104
N 2.3483 0.7293 -0.1601 0.1571 0.1218 -0.0247
C 2.7011 1.9124 0.6060 -0.1524 0.3776 -0.0733
C 1.6553 2.2272 1.6756 0.2456 -0.1486 -0.0309
H 0.7225 2.4749 1.1663 -0.0112 0.0521 -0.0165
H 1.9703 3.0952 2.2558 -0.0372 0.0589 0.0157
C 1.4822 1.0125 2.5904 -0.1820 0.0201 0.0340
C 0.4370 1.2286 3.6806 0.4750 0.0212 -0.4122
O 0.6817 1.0620 4.8569 0.1104 -0.1428 0.4372
N -0.7801 1.6090 3.2343 -0.3926 0.2080 -0.1677
H -0.9518 1.6898 2.2454 0.1235 -0.0272 0.0265
C -1.9183 1.7550 4.1141 0.0321 0.0285 0.1983
C -2.9482 0.6830 3.8686 -0.1625 -0.0135 -0.0542
C -2.5465 -0.6465 3.8222 -0.1199 -0.1718 -0.0130
C -3.4893 -1.6257 3.5807 0.0300 0.1580 0.0080
C -4.8267 -1.3284 3.3885 0.0799 -0.1260 0.0156
C -5.2183 -0.0026 3.4424 0.0073 -0.0644 0.0051
C -4.2868 0.9958 3.6748 0.1035 0.0869 0.0619
H -4.6043 2.0273 3.7106 -0.0189 0.1242 -0.0105
H -6.2565 0.2536 3.2972 -0.0949 0.0116 -0.0241
H -5.5333 -2.1216 3.2041 -0.0525 -0.0986 -0.0247
F -3.0908 -2.9142 3.5286 -0.0436 0.0888 0.0154
H -1.5141 -0.9170 3.9814 0.1330 -0.0775 0.0025
H -2.3619 2.7470 3.9849 0.0105 -0.1048 0.0791
H -1.5233 1.6710 5.1323 -0.0963 0.1108 -0.1488
C 1.1382 -0.2238 1.7518 0.3422 -0.0146 -0.0190
C 2.2067 -0.4483 0.6755 -0.2721 -0.2778 0.1324
H 3.1742 -0.6476 1.1480 -0.0354 -0.0734 -0.0302
H 1.9290 -1.3071 0.0664 0.1136 0.0162 0.0342
H 0.1702 -0.0908 1.2611 -0.0526 -0.0534 -0.0185
H 1.0784 -1.1066 2.3905 -0.0731 -0.0362 0.0171
H 2.4284 0.8259 3.1106 -0.1325 0.0181 0.0443
H 3.6751 1.7261 1.0687 -0.0140 0.0393 -0.0011
H 2.7867 2.7476 -0.0903 0.0835 -0.0683 0.1140
C 0.3104 -0.2267 -2.9951 -0.1298 -0.0610 -0.1912
C -0.9717 0.1945 -2.6601 -0.0978 -0.0430 -0.1505
C -2.0142 0.0623 -3.5557 -0.0201 0.0477 0.1547
C -1.7950 -0.5169 -4.7951 0.0756 -0.0467 -0.1107
C -0.5280 -0.9414 -5.1418 0.0726 -0.0001 0.0654
C 0.5324 -0.7916 -4.2557 -0.1859 0.1913 0.1086
O 1.7602 -1.2228 -4.6714 -0.1507 -0.1118 -0.1124
H -0.3269 -1.3875 -6.1030 0.0320 -0.0522 -0.1175
H -2.6091 -0.6329 -5.4940 -0.0664 -0.0134 -0.0706
H -3.0010 0.4018 -3.2809 -0.0841 0.0312 0.0319
H -1.1397 0.6364 -1.6911 -0.0093 0.0350 0.0804
H 3.3396 -0.7512 -1.7580 -0.0869 -0.0468 -0.0587
H 2.2287 -2.0722 -2.2298 0.1057 0.0387 0.0213
H 3.0299 0.2620 -4.0276 -0.0391 -0.1071 0.0107
H 4.8913 -1.3930 -3.5958 -0.0098 -0.0247 0.0691
H 3.8314 -2.6818 -4.1903 0.0106 -0.0484 0.1162
H 4.7661 -0.2649 -5.8121 0.0444 0.1090 -0.0644
H 5.3336 -1.9262 -6.0045 0.0780 -0.0138 -0.1025
H 3.6584 -1.5127 -6.3881 -0.0225 -0.0045 -0.1304
```
Positions in Å, forces in eV/Å.

DFT (ωB97M-V/def2-TZVPD) results for C24H28MoN4O2S5Si as an isolated structure.

As for the HOMO energy: -8.04 eV.

```
65
Properties=species:S:1:pos:R:3:forces:R:3
Mo -1.0449 0.9277 0.5113 -0.0755 -0.5805 0.1573
C -0.4466 1.4895 3.7093 0.0353 0.0492 -0.0379
C -0.2214 0.4514 2.6418 -0.0453 -0.0578 0.2242
N -1.2932 -0.2464 2.2398 0.0700 0.1828 -0.3554
N -1.3024 -1.6124 2.1058 -0.0181 -0.1411 0.0102
C -1.8623 -2.0180 1.0344 0.0271 -0.0730 0.0501
S -2.2887 -0.8906 -0.2488 0.2466 0.2830 0.0406
S -2.1798 -3.7036 0.6968 -0.0784 -0.0244 0.0419
C -1.4365 -4.5072 2.1584 -0.0421 0.0299 0.0336
C -0.1041 -5.1240 1.8473 0.0479 0.0519 -0.0183
C 0.0434 -6.4979 1.7105 -0.0024 0.0120 0.0023
C 1.2838 -7.0463 1.4084 0.0013 0.0003 -0.0031
C 2.3848 -6.2217 1.2394 -0.0048 -0.0058 0.0036
C 2.2432 -4.8454 1.3755 0.0320 -0.0402 -0.0240
C 1.0075 -4.3004 1.6761 0.0203 0.0321 0.0261
C 1.1307 -0.1340 2.4787 0.0059 -0.0335 -0.1107
C 1.9740 -0.5135 3.5128 -0.0089 -0.0107 -0.0094
C 3.1820 -1.1328 3.2225 0.0115 0.0116 0.0261
C 3.5458 -1.3620 1.9005 -0.0056 0.0055 -0.0185
C 2.7244 -0.9677 0.8544 -0.0167 0.0326 0.0125
C 1.5175 -0.3479 1.1543 0.0050 -0.0431 0.1352
O 0.6749 0.0754 0.1957 0.0962 0.2389 -0.1417
H -1.3715 2.0368 3.5474 -0.0311 -0.0250 0.0128
H 0.3780 2.1984 3.7662 -0.0092 0.0186 -0.0218
H -0.5258 0.9733 4.6713 0.0321 0.0077 0.0033
H -2.1562 -5.2416 2.5166 0.0201 -0.0469 -0.0705
H -1.3346 -3.7282 2.9100 -0.0637 -0.0002 0.0385
H -0.8166 -7.1449 1.8414 0.0005 0.0006 -0.0006
H 1.3870 -8.1188 1.3034 0.0005 0.0008 0.0031
H 3.3515 -6.6477 1.0034 -0.0027 -0.0032 0.0000
H 3.0998 -4.1954 1.2457 -0.0269 -0.0044 0.0116
H 0.8966 -3.2261 1.7822 0.0108 -0.0100 0.0039
H 1.6839 -0.3385 4.5415 -0.0105 -0.0073 -0.0021
H 3.8407 -1.4351 4.0253 -0.0064 -0.0101 -0.0001
H 4.4860 -1.8527 1.6818 0.0099 0.0236 -0.0016
H 2.9978 -1.1315 -0.1795 -0.0084 -0.0052 -0.0007
O -3.5117 4.2775 0.1082 -0.0466 -0.0341 0.0633
S -3.2711 3.3941 1.2329 0.2174 -0.0301 -0.0612
N -2.3413 2.2526 0.9785 -0.2936 0.3987 0.0795
S -0.8189 5.0000 2.6308 -0.0457 -0.0296 0.0797
C -0.2414 4.5336 1.1672 0.0313 0.0595 -0.0518
N -0.4620 5.1386 -0.0007 -0.1083 -0.1842 0.0452
C -0.0030 4.4785 -1.2188 0.0260 0.0842 -0.0094
C 1.1592 3.5980 -0.7809 0.0818 0.0454 0.0266
S 0.7580 3.0810 0.9134 -0.0899 -0.0356 -0.0950
H -1.2460 5.7756 -0.0334 0.0969 0.1403 0.0083
H 0.3417 5.2252 -1.9343 -0.0352 0.0069 -0.0157
H -0.8094 3.8914 -1.6560 0.0480 -0.0004 0.0286
H 2.0854 4.1689 -0.7270 0.0256 -0.0402 -0.0164
H 1.2863 2.7220 -1.4118 -0.0711 -0.0049 0.0041
C -0.3657 3.5210 -4.9896 -0.0055 -0.0085 0.0252
Si -1.1920 1.8977 -4.5501 -0.0627 -0.0623 0.0382
C -3.0178 1.9543 -4.9472 0.0382 0.0027 -0.0149
C -0.3725 0.4685 -5.4322 -0.0185 0.0337 -0.0089
C -1.0345 1.6243 -2.7387 0.0314 -0.0402 -0.0504
C -0.9880 1.4191 -1.5372 -0.0530 -0.1823 -0.0861
H -0.4913 3.7508 -6.0499 0.0052 -0.0061 -0.0022
H 0.7052 3.4863 -4.7783 0.0024 -0.0016 0.0021
H -0.7986 4.3446 -4.4171 -0.0101 -0.0005 -0.0146
H -3.1951 2.1591 -6.0053 0.0114 0.0008 -0.0011
H -3.5227 2.7232 -4.3599 0.0078 0.0096 -0.0033
H -3.4791 0.9952 -4.7047 -0.0104 0.0043 0.0014
H -0.4786 0.5617 -6.5155 0.0049 0.0072 0.0012
H -0.8353 -0.4714 -5.1262 0.0059 -0.0039 -0.0018
H 0.6915 0.4087 -5.1979 0.0000 0.0121 0.0091
```
Positions in Å, forces in eV/Å.

DFT (ωB97M-V/def2-TZVPD) results for an isolated molecule of C24H28N2O4.

The energy above the lowest of the compared OMol25 structures with the same formula, charge and spin is 71.55 kcal per mole. As for the HOMO energy: -8.15 eV.

```
58
Properties=species:S:1:pos:R:3:forces:R:3
C 0.7265 3.4623 0.4701 0.1858 0.2774 -0.0240
C 2.2138 3.1917 0.4207 -0.2307 0.1478 -0.0021
O 3.0089 4.1142 0.4758 -0.0285 0.0913 0.0554
C 2.6402 1.8074 0.2923 0.5883 -0.3144 -0.0252
C 3.9642 1.4462 0.0612 -0.2546 0.4213 -0.0236
N 4.0594 0.0943 -0.0594 -0.1107 0.2825 0.0675
C 2.8047 -0.4593 0.0992 -0.6996 0.0824 0.1613
C 2.4294 -1.7951 0.1058 -0.0488 -0.0203 0.0237
C 1.1029 -2.0889 0.3135 -0.0923 0.0443 0.0158
C 0.1626 -1.0688 0.5268 0.1153 -0.0215 0.0132
C 0.5406 0.2614 0.5452 -0.3619 -0.1792 0.0423
C 1.8814 0.5841 0.3262 0.4035 -0.3464 -0.1460
H -0.1860 1.0301 0.7350 -0.0988 0.0724 0.0140
O -1.1203 -1.5095 0.7163 0.0916 -0.0977 -0.0279
C -2.1427 -0.5620 0.9374 -0.4648 -0.0013 0.0571
C -3.4484 -1.3535 1.0897 0.3247 0.3763 -0.3500
O -3.3619 -2.1877 2.2219 0.0862 -0.2301 0.3227
H -2.5319 -2.6768 2.1586 -0.0492 0.0140 0.0084
C -4.6731 -0.4457 1.2703 0.2242 -0.2695 -0.0149
N -5.5310 -0.4354 0.1021 -0.0852 0.0711 0.0306
C -6.8548 0.0833 0.4084 -0.1736 -0.0363 -0.2979
C -7.7385 -0.0318 -0.8333 -0.0815 -0.0356 0.3994
H -8.7239 0.3984 -0.6474 0.0391 -0.0861 0.0281
O -7.1934 0.6800 -1.9191 -0.0454 0.1631 -0.0441
C -5.9042 0.2022 -2.2153 0.4087 0.0050 0.0062
C -4.9706 0.3148 -1.0090 -0.2429 -0.0887 -0.2503
H -3.9997 -0.1056 -1.2740 0.0476 0.0378 -0.0469
H -4.8402 1.3813 -0.7476 0.0495 -0.0433 -0.0038
H -5.5351 0.8068 -3.0457 0.0315 -0.0895 0.0387
H -5.9593 -0.8525 -2.5245 0.0372 0.0802 -0.0095
H -7.8443 -1.0939 -1.0996 -0.0307 0.0678 0.0390
H -7.2869 -0.5085 1.2171 -0.0213 0.0362 0.0213
H -6.8114 1.1410 0.7240 -0.0296 -0.0424 0.0236
H -5.2429 -0.8665 2.1010 0.0515 0.0836 -0.0075
H -4.3526 0.5718 1.5564 -0.0634 0.0215 0.0295
H -3.5925 -1.9693 0.1887 -0.0094 0.1517 0.0586
H -1.9531 -0.0014 1.8635 -0.0159 -0.0060 -0.0868
H -2.2127 0.1397 0.0971 0.0263 -0.0172 0.0410
H 0.7546 -3.1090 0.3230 -0.0298 -0.1314 -0.0006
H 3.1548 -2.5808 -0.0389 0.0343 -0.0847 -0.0160
C 5.2254 -0.6497 -0.3214 0.5209 -0.3123 -0.1051
C 6.3373 -0.5312 0.5050 -0.1909 -0.0337 -0.0250
C 7.4739 -1.2731 0.2392 0.0580 0.0043 -0.0150
C 7.5056 -2.1387 -0.8414 0.0508 -0.0359 -0.0118
C 6.3960 -2.2605 -1.6615 0.0285 -0.0513 -0.0069
C 5.2576 -1.5177 -1.4078 -0.0498 0.1566 0.0725
H 4.3941 -1.5959 -2.0513 -0.0815 0.0091 -0.0494
H 6.4182 -2.9327 -2.5062 -0.0011 -0.0478 -0.0709
H 8.3935 -2.7180 -1.0442 0.0761 -0.0502 -0.0150
H 8.3359 -1.1783 0.8823 0.0655 0.0099 0.0552
H 6.3019 0.1320 1.3557 -0.0274 0.0674 0.0810
C 5.1376 2.3338 -0.1120 0.1166 0.0942 -0.1482
H 5.9240 1.8391 -0.6789 0.0369 0.0013 0.0173
H 5.5337 2.6339 0.8583 0.0601 0.0535 0.0233
H 4.8277 3.2469 -0.6155 0.0550 -0.0448 0.0373
H 0.5629 4.5365 0.4261 0.0256 -0.0037 0.0069
H 0.3185 3.0834 1.4048 -0.1059 -0.0970 0.0665
H 0.2236 2.9808 -0.3645 -0.1137 -0.1058 -0.0329
```
Positions in Å, forces in eV/Å.

Record-wise electronic energy values, in Eh: -3667.78267, -1421.26042, -3649.46208, -1341.80765